Molecular formula: C57H102O13
Method: DFT, the ωB97M-V functional and the def2-TZVPD basis

Output
Largest force on an atom, eV/Å: 1.9
Energy relative to the best compared isomer or geometry (same formula, charge and spin), eV: 0.0000
DFT total energy, hartree: -3211.07263
2S+1: 1

Each line ends with the Löwdin charge.
Cartesian coordinates (Å):
C: 6.087557 2.474473 1.116266  0.0062
C: 5.244959 2.434648 -0.143909  -0.5022
O: 5.755283 2.085880 -1.188716  0.0943
O: 3.928693 2.791489 -0.153725  0.0072
C: 3.216131 2.502812 1.055520  -0.1920
C: 1.794264 2.050542 0.689523  -0.1547
C: 0.843546 2.149730 1.892149  -0.1841
C: -0.368099 1.198340 1.801128  -0.1664
C: -0.092452 -0.222657 2.342759  -0.1274
C: 0.626841 -1.072845 1.295983  -0.1727
C: -0.147514 -1.513530 0.249855  -0.0043
C: 0.400081 -2.305910 -0.727536  0.0093
C: 1.725130 -2.635177 -0.641742  -0.0799
C: 2.529231 -2.195454 0.397588  -0.0262
C: 1.967235 -1.390282 1.387942  -0.1130
C: 2.809304 -0.907302 2.556502  -0.0924
C: 2.658692 -1.878340 3.751730  -0.1569
O: 3.868377 -2.103131 4.471769  -0.0186
C: 4.507333 -3.250326 4.119866  -0.3363
O: 3.985133 -4.324862 3.958304  0.0761
C: 3.958972 -2.642840 0.415948  -0.2573
O: 4.735296 -2.428644 1.337774  0.0790
C: 4.488457 -3.428681 -0.740713  0.0750
C: 3.726291 -3.844245 -1.744499  -0.1185
C: 4.219082 -4.615506 -2.949958  -0.1220
C: 5.743828 -4.490216 -3.183334  -0.1887
C: 6.090847 -4.574815 -4.680918  -0.1532
C: 5.609006 -3.374561 -5.468949  -0.2542
C: 4.746219 -3.599625 -6.527882  -0.0511
C: 4.294716 -2.546347 -7.280325  -0.0843
C: 4.695618 -1.266577 -6.987960  -0.1003
C: 5.557879 -1.040160 -5.944211  -0.0821
C: 6.005664 -2.092553 -5.186114  -0.0507
C: 2.255306 -3.544098 -1.735963  -0.2558
O: 1.502985 -3.997624 -2.581648  0.1089
H: 6.371025 1.470984 1.446661  0.0939
H: 5.594441 2.956542 1.966184  0.0749
H: 7.020238 3.008305 0.929048  0.0908
H: 3.666878 1.709650 1.658279  0.1099
H: 3.114468 3.407513 1.672702  0.1283
H: 1.443304 2.653092 -0.155501  0.1171
H: 1.885051 1.025412 0.314876  0.1100
H: 0.487269 3.183650 1.947114  0.1071
H: 1.399145 1.931386 2.814369  0.1070
H: -1.207869 1.678097 2.317022  0.1096
H: -0.684441 1.121611 0.752334  0.1126
H: -1.075809 -0.678879 2.514823  0.1128
H: 0.429927 -0.225852 3.301657  0.0961
H: -1.203690 -1.267694 0.201440  0.1283
H: -0.201493 -2.684633 -1.544442  0.1265
H: 3.838339 -0.699553 2.276945  0.1116
H: 2.367671 0.052407 2.845186  0.0851
H: 2.161028 -2.784850 3.398778  0.1238
H: 1.961654 -1.410205 4.455343  0.1209
H: 5.601596 -3.159696 4.020158  0.1463
H: 5.547055 -3.667010 -0.735039  0.1240
H: 3.737657 -4.130470 -3.810513  0.1186
H: 3.879027 -5.654817 -2.932503  0.1343
H: 6.046232 -3.497309 -2.839961  0.0960
H: 6.239992 -5.284117 -2.616212  0.1169
H: 7.189798 -4.572208 -4.737594  0.1184
H: 5.761656 -5.514341 -5.133077  0.1131
H: 4.467828 -4.624139 -6.753659  0.1136
H: 3.637125 -2.740991 -8.121764  0.1079
H: 4.326155 -0.476524 -7.634737  0.1002
H: 5.877153 -0.019533 -5.761197  0.1084
H: 6.704925 -1.895938 -4.377765  0.1189
C: -1.423453 7.187709 3.573348  -0.0774
C: -1.225316 5.886708 4.332437  -0.2798
O: -0.027624 5.206194 4.004999  -0.1717
C: 1.178506 5.904155 4.256480  -0.2828
C: 1.384020 6.271515 5.716088  -0.0781
H: -1.372910 7.013648 2.497027  0.0772
H: -2.391976 7.625047 3.817395  0.0774
H: -0.653773 7.921327 3.819564  0.0662
H: -2.036278 5.201809 4.080952  0.1178
H: -1.287248 6.054308 5.413124  0.1074
H: 1.246297 6.791710 3.617357  0.1082
H: 1.981505 5.234678 3.943431  0.1112
H: 0.625431 6.972905 6.067578  0.0662
H: 2.358327 6.741877 5.853695  0.0775
H: 1.326981 5.383496 6.347140  0.0827
C: 0.909917 3.796350 -3.535158  -0.0744
C: 0.501679 2.334244 -3.476888  -0.2780
O: -0.647474 2.091194 -2.683179  -0.1691
C: -1.838998 2.737598 -3.092386  -0.2775
C: -2.300336 2.352121 -4.486950  -0.0725
H: 1.057535 4.192464 -2.528597  0.0752
H: 1.835281 3.909099 -4.100290  0.0794
H: 0.146051 4.410923 -4.016595  0.0624
H: 1.311362 1.761288 -3.022495  0.1169
H: 0.363894 1.927912 -4.484543  0.1082
H: -1.732009 3.823898 -3.002396  0.0875
H: -2.606178 2.441862 -2.375454  0.1194
H: -1.584445 2.662245 -5.250293  0.0667
H: -3.254247 2.830042 -4.713534  0.0765
H: -2.416458 1.270187 -4.567348  0.0814
C: -0.146075 -4.070180 5.232661  -0.0742
C: -1.209463 -4.042917 6.314535  -0.2811
O: -1.495025 -2.746043 6.808571  -0.1578
C: -1.979754 -1.812241 5.860684  -0.2755
C: -3.284558 -2.224703 5.203139  -0.0753
H: 0.769705 -3.592679 5.585868  0.0774
H: 0.077898 -5.096825 4.942475  0.0834
H: -0.468365 -3.531691 4.338013  0.0635
H: -0.858770 -4.622172 7.169890  0.1186
H: -2.127275 -4.531565 5.968124  0.1049
H: -1.212518 -1.601364 5.105676  0.0921
H: -2.136827 -0.882611 6.409870  0.1193
H: -3.168209 -3.132451 4.608517  0.0680
H: -3.641850 -1.438516 4.536858  0.0782
H: -4.048340 -2.423918 5.957645  0.0688
C: -6.310306 -4.845459 3.125137  -0.0726
C: -6.457763 -3.342262 3.285508  -0.2824
O: -5.557846 -2.589448 2.490800  -0.1710
C: -5.660037 -2.770136 1.089859  -0.2809
C: -7.016764 -2.395324 0.518305  -0.0791
H: -5.282838 -5.152256 3.328095  0.0802
H: -6.978835 -5.367515 3.810361  0.0768
H: -6.550657 -5.169725 2.110994  0.0665
H: -6.241979 -3.076247 4.321768  0.1038
H: -7.490171 -3.029302 3.094666  0.1081
H: -5.391876 -3.796858 0.816919  0.1079
H: -4.899618 -2.123646 0.649185  0.1152
H: -7.809131 -3.041339 0.900176  0.0656
H: -7.008083 -2.489547 -0.568223  0.0772
H: -7.274510 -1.368801 0.782913  0.0813
C: -7.719315 -3.487399 7.816108  -0.0759
C: -7.518841 -4.780263 8.589360  -0.2828
O: -6.308988 -5.448116 8.287412  -0.1588
C: -5.117331 -4.729197 8.554945  -0.2788
C: -4.941515 -4.350215 10.015106  -0.0754
H: -7.648727 -3.669931 6.742017  0.0697
H: -8.696762 -3.058967 8.040083  0.0771
H: -6.962097 -2.742990 8.068885  0.0665
H: -8.317521 -5.476872 8.330754  0.1176
H: -7.600825 -4.603927 9.667492  0.1066
H: -5.054062 -3.845858 7.909460  0.0953
H: -4.296926 -5.385472 8.262092  0.1173
H: -5.717594 -3.659856 10.350766  0.0654
H: -3.977572 -3.862561 10.164499  0.0775
H: -4.993969 -5.235698 10.650266  0.0819
C: -5.755798 7.939621 -3.481983  -0.0798
C: -5.552801 6.643436 -2.716138  -0.2829
O: -4.358423 5.959723 -3.047890  -0.1626
C: -3.151435 6.660710 -2.809607  -0.2807
C: -2.937289 7.036429 -1.352994  -0.0775
H: -5.713788 7.758602 -4.557165  0.0816
H: -6.722034 8.379377 -3.233192  0.0767
H: -4.983598 8.674109 -3.246502  0.0652
H: -6.365992 5.957300 -2.956149  0.1179
H: -5.606192 6.818717 -1.636022  0.1066
H: -3.088433 7.544146 -3.454722  0.1093
H: -2.348238 5.991842 -3.121098  0.0981
H: -3.694783 7.738750 -1.000495  0.0655
H: -1.962544 7.508737 -1.223926  0.0772
H: -2.989749 6.151272 -0.716894  0.0810
C: 3.649902 -1.147639 -12.929185  -0.0799
C: 3.164691 -0.349922 -11.730857  -0.2827
O: 4.008890 -0.442262 -10.598406  -0.1719
C: 5.338114 0.020556 -10.770514  -0.2803
C: 5.430237 1.488786 -11.150100  -0.0784
H: 3.799181 -2.193624 -12.656678  0.0815
H: 2.923660 -1.091968 -13.740646  0.0765
H: 4.602517 -0.771918 -13.306642  0.0652
H: 2.196072 -0.738846 -11.413907  0.1178
H: 3.001893 0.698728 -12.002829  0.1065
H: 5.868701 -0.605826 -11.495920  0.1084
H: 5.835337 -0.127308 -9.810892  0.1101
H: 4.979325 1.684404 -12.124662  0.0651
H: 6.473944 1.801210 -11.199920  0.0772
H: 4.909227 2.107918 -10.418269  0.0819

Atomic forces in eV per Å
C -0.40 0.30 0.79
C 0.81 -0.62 -1.59
O -0.51 0.54 0.85
O 0.82 -0.57 0.84
C -1.45 0.43 0.27
C 0.61 -0.19 -0.20
C -0.03 -0.15 -0.47
C 0.30 0.44 0.14
C -0.43 0.04 -0.60
C -0.76 0.79 1.36
C -0.41 -0.30 -0.46
C -0.71 0.10 -0.19
C 0.74 -1.08 -1.20
C 0.39 -0.16 0.00
C 1.27 -0.14 0.23
C -0.79 0.63 0.07
C -0.96 0.68 0.02
O 0.48 -0.44 -0.91
C 0.09 -1.21 0.11
O -0.02 0.99 -0.06
C 0.77 -0.33 0.09
O -0.45 -0.05 -0.26
C -0.30 0.32 0.20
C -0.57 -0.65 -0.69
C 0.40 1.00 -0.23
C -0.97 -0.38 -0.19
C 0.96 0.36 0.50
C -0.29 -1.46 0.08
C 0.11 -0.42 0.17
C -0.57 -0.43 -0.73
C -0.46 0.44 -0.80
C 0.02 0.96 -0.15
C 0.71 0.36 0.73
C -0.34 0.22 0.11
O 0.65 0.19 0.48
H -0.18 -0.01 -0.28
H 0.01 -0.02 -0.19
H -0.17 -0.04 -0.29
H 0.28 0.17 -0.19
H 0.36 -0.04 -0.11
H -0.08 -0.03 0.18
H -0.21 0.09 0.02
H 0.09 -0.10 0.22
H -0.14 0.18 -0.02
H 0.11 -0.31 0.18
H 0.05 -0.02 0.11
H 0.21 -0.11 0.07
H -0.11 0.21 -0.09
H 0.08 0.09 0.09
H 0.14 0.00 0.00
H -0.06 -0.36 0.10
H 0.29 -0.09 0.11
H 0.53 -0.26 0.29
H 0.17 -0.20 0.08
H -0.26 0.48 0.32
H -0.08 0.17 0.30
H -0.16 -0.29 0.11
H 0.00 0.11 0.05
H 0.24 -0.24 0.15
H 0.29 0.32 -0.04
H -0.14 -0.16 -0.07
H -0.15 0.15 0.06
H -0.12 0.11 -0.06
H 0.02 0.14 0.05
H 0.14 0.14 0.22
H 0.08 -0.14 0.22
H -0.06 -0.07 -0.01
C 0.22 0.05 -0.04
C -0.14 0.10 0.03
O 0.01 -0.23 -0.12
C 0.10 0.08 0.06
C -0.17 0.06 0.05
H -0.07 -0.03 0.01
H -0.01 -0.03 -0.01
H -0.06 0.03 0.06
H 0.11 -0.10 -0.02
H 0.03 0.07 0.01
H -0.01 0.04 0.05
H -0.11 -0.08 -0.07
H 0.05 0.05 -0.01
H 0.01 -0.03 -0.02
H 0.05 -0.02 -0.03
C -0.23 0.11 0.01
C 0.15 0.05 -0.07
O 0.04 -0.16 0.24
C -0.12 0.03 -0.09
C 0.15 0.02 -0.12
H 0.08 -0.04 0.00
H 0.02 -0.02 0.04
H 0.05 -0.01 -0.08
H -0.12 -0.07 0.10
H -0.03 0.06 -0.03
H -0.01 0.01 -0.07
H 0.12 -0.04 0.10
H -0.04 0.05 -0.01
H 0.00 -0.01 0.04
H -0.04 0.01 0.04
C -0.02 0.24 -0.12
C 0.00 -0.17 -0.06
O 0.04 0.04 0.22
C -0.09 0.06 -0.06
C 0.05 -0.17 -0.06
H 0.03 -0.09 0.03
H 0.02 0.01 0.03
H -0.02 -0.09 -0.04
H -0.04 0.14 0.10
H -0.01 0.02 -0.07
H -0.03 -0.04 -0.06
H 0.09 -0.06 0.11
H -0.02 0.06 -0.08
H -0.02 -0.02 0.00
H 0.01 0.06 0.02
C 0.06 0.00 -0.22
C -0.08 -0.12 0.08
O 0.15 0.15 0.12
C -0.04 -0.02 -0.13
C -0.12 -0.08 0.13
H -0.02 0.01 0.08
H 0.03 0.02 0.03
H -0.08 -0.02 0.04
H 0.11 0.13 -0.07
H -0.02 -0.05 -0.05
H -0.07 -0.02 -0.01
H 0.05 0.01 0.14
H 0.01 -0.03 -0.06
H 0.03 0.02 0.01
H 0.05 0.02 -0.04
C 0.21 0.06 -0.02
C -0.12 0.08 0.02
O 0.02 -0.20 -0.09
C 0.12 0.07 0.05
C -0.19 0.08 0.05
H -0.07 -0.03 0.01
H -0.01 -0.03 -0.01
H -0.06 0.03 0.05
H 0.11 -0.09 -0.02
H 0.02 0.07 0.01
H 0.01 0.05 0.07
H -0.11 -0.09 -0.09
H 0.06 0.05 -0.01
H 0.01 -0.03 -0.03
H 0.05 -0.02 -0.03
C 0.22 0.06 -0.03
C -0.14 0.09 0.03
O 0.04 -0.22 -0.10
C 0.09 0.09 0.08
C -0.17 0.07 0.06
H -0.07 -0.03 0.01
H -0.01 -0.03 -0.01
H -0.06 0.03 0.06
H 0.11 -0.10 -0.03
H 0.03 0.07 0.01
H -0.01 0.04 0.05
H -0.11 -0.08 -0.08
H 0.05 0.05 -0.01
H 0.01 -0.04 -0.02
H 0.06 -0.02 -0.03
C 0.22 0.01 0.04
C -0.10 0.00 -0.13
O -0.02 -0.08 0.23
C 0.09 0.08 -0.01
C -0.15 0.01 -0.15
H -0.07 0.00 0.00
H -0.02 -0.01 0.02
H -0.05 0.04 -0.06
H 0.06 0.00 0.14
H 0.05 0.01 -0.05
H 0.00 0.05 -0.05
H -0.13 -0.11 0.04
H 0.07 0.00 -0.02
H 0.00 -0.01 0.04
H 0.05 -0.02 0.04